No. 1
DFT (the ωB97M-V functional and the def2-TZVPD basis) results for a 2-piece molecular cluster, CH3NO4P overall in a non-equilibrium geometry.

Values from the calculation:
total charge: -1
2S+1: 1

Element x y z (Å)
C: 2.14 -0.13 -0.20
N: 0.06 -0.09 1.05
O: 1.96 -1.21 -0.63
O: 2.55 0.94 0.01
O: -0.87 1.14 -1.22
O: -1.27 -1.25 -0.52
P: -1.32 0.21 0.20
H: 0.18 0.53 1.84
H: -0.12 1.13 -1.87
H: -0.38 -1.50 -0.19

No. 2
DFT (the ωB97M-V functional and the def2-TZVPD basis) results for an isolated ion of composition CH3NO4P and charge +1 in a non-equilibrium geometry.

Values from the calculation:
total charge: +1
SMILES: O=[N+]=C=P(O)(O)O
2S+1: 1

Element x y z (Å)
O: -3.47 0.20 -0.02
N: -2.35 0.00 0.07
C: -1.27 -0.42 0.08
P: 0.42 -0.18 0.07
O: 1.02 -0.85 -1.24
O: 1.15 -0.67 1.38
O: 0.79 1.31 -0.09
H: 1.49 -0.11 -1.71
H: 1.82 -1.27 1.10
H: 0.39 1.99 0.35

No. 3
DFT (the ωB97M-V functional and the def2-TZVPD basis) results for a 2-piece molecular cluster, CH3NO4P overall in a non-equilibrium geometry.

Values from the calculation:
total charge: +1
2S+1: 1

Element x y z (Å)
C: 0.31 0.50 -2.31
N: -1.31 -1.13 -3.39
O: -1.77 -0.53 -4.21
O: 0.57 -1.22 -0.24
O: -1.58 0.27 -0.37
O: 0.52 1.19 0.59
P: 0.03 0.21 -0.53
H: 1.50 -1.26 -0.06
H: -1.88 0.02 0.50
H: -0.03 2.07 0.76

No. 4
DFT (the ωB97M-V functional and the def2-TZVPD basis) results for a 2-piece molecular cluster, CH3NOS overall in a non-equilibrium geometry.

Values from the calculation:
SMILES: C#[N+][O-].S
2S+1: 1

Element x y z (Å)
C: 1.28 0.16 0.45
N: 1.97 0.41 -0.41
O: 2.58 0.59 -1.41
H: 0.98 -0.13 1.50
S: -2.34 -0.29 0.52
H: -3.24 -0.39 -0.45
H: -1.23 -0.34 -0.19

No. 5
DFT (the ωB97M-V functional and the def2-TZVPD basis) results for one molecule with the formula CH3NOS in a non-equilibrium geometry.

Values from the calculation:
2S+1: 1

Element x y z (Å)
C: 0.11 -0.22 -0.12
N: -1.32 -1.64 -2.82
O: 0.73 -0.50 -1.36
S: 0.02 -1.12 -2.81
H: 0.37 -1.09 0.57
H: -0.86 0.10 -0.37
H: 0.41 0.77 0.42

No. 6
DFT (the ωB97M-V functional and the def2-TZVPD basis) results for one molecule with the formula CH3NOS in a non-equilibrium geometry.

Values from the calculation:
SMILES: ONC=S
2S+1: 1

Element x y z (Å)
O: -0.81 -0.79 1.12
N: 0.11 -0.70 0.04
C: 0.37 0.48 -0.50
S: -0.28 2.06 -0.24
H: -1.33 0.13 0.82
H: 0.93 -1.52 0.11
H: 1.01 0.34 -1.34

No. 7
DFT (the ωB97M-V functional and the def2-TZVPD basis) results for a 2-piece molecular cluster, CH3NOS overall in a non-equilibrium geometry.

Values from the calculation:
2S+1: 1

Element x y z (Å)
C: 0.46 -0.59 -0.78
N: 0.34 -0.88 0.43
O: -1.75 0.83 0.41
S: -0.85 0.15 1.32
H: 1.42 -0.88 -1.27
H: -0.24 -0.07 -1.42
H: 0.62 1.43 1.30

No. 8
DFT (the ωB97M-V functional and the def2-TZVPD basis) results for CH3NOS as an isolated structure in a non-equilibrium geometry.

Values from the calculation:
2S+1: 1

Element x y z (Å)
C: -0.26 -0.59 0.25
N: 1.32 0.58 0.44
O: -2.16 -0.67 -1.62
S: -0.99 0.02 -1.09
H: -0.20 -1.54 0.59
H: 0.96 1.41 0.00
H: 1.33 0.79 1.43

No. 9
DFT (the ωB97M-V functional and the def2-TZVPD basis) results for a 2-piece molecular cluster, CH3NOS overall in a non-equilibrium geometry.

Values from the calculation:
2S+1: 1

Element x y z (Å)
C: 1.51 0.24 -0.09
N: 2.43 -0.27 -0.57
O: -1.36 0.91 -0.17
S: -2.37 -0.43 -0.13
H: -2.83 -0.31 1.26
H: 3.27 -0.84 -0.70
H: -0.64 0.70 0.41

No. 10
DFT (the ωB97M-V functional and the def2-TZVPD basis) results for CH3NOS as an isolated structure in a non-equilibrium geometry.

Values from the calculation:
2S+1: 3

Element x y z (Å)
C: 1.18 0.16 -0.28
N: -0.47 -0.70 -0.40
O: 2.30 0.04 0.15
S: -1.73 0.31 -0.15
H: 0.92 1.02 -0.98
H: -0.48 -1.27 0.41
H: -1.73 0.44 1.24

No. 11
DFT (the ωB97M-V functional and the def2-TZVPD basis) results for a 2-piece molecular cluster, CH3NOS2 overall in a non-equilibrium geometry.

Values from the calculation:
2S+1: 1

Element x y z (Å)
C: -1.32 -1.15 -0.23
N: -1.73 -0.01 0.13
O: 2.90 0.15 -0.10
S: 2.60 2.81 0.75
S: 2.15 1.34 -0.39
H: -1.56 -2.20 0.14
H: -0.67 -1.03 -1.17
H: -2.37 0.09 0.87

No. 12
DFT (the ωB97M-V functional and the def2-TZVPD basis) results for one molecule with the formula CH3NOS2 in a non-equilibrium geometry.

Values from the calculation:
2S+1: 3

Element x y z (Å)
C: -0.57 0.26 -1.91
N: 0.60 -0.46 1.90
O: -0.32 0.06 -3.06
S: 0.51 1.00 -0.75
S: -0.48 0.69 1.41
H: -1.53 0.04 -1.39
H: 1.55 -0.26 1.79
H: 0.25 -1.34 2.01

ΔE to the lowest compared entry with this formula, charge and spin
In order: 110.6; 18.3; 469.5; 370.0; 303.7; 316.5; 415.0; 417.0; 273.3; 328.4; 126.1; 63.0
Unit: kJ/mol